ORCA calculation (ωB97M-V/def2-TZVPD) on the molecule C18H26N2OS.

The value obtained for the LUMO energy is 0.0273 Ha. The SMILES is C=CCN1CCN(C(=O)c2cc3c(s2)CC[C@H](CC)C3)CC1. Its HOMO energy is -8.48 eV. Its total charge is 0.

Geometry as XYZ:
```
48
Properties=species:S:1:pos:R:3:nbo_charge:R:1
C 2.970 4.408 4.272 -0.3906
C 3.678 3.415 3.768 -0.1797
C 3.427 1.966 4.048 -0.2563
N 3.439 1.195 2.815 -0.4378
C 3.450 -0.236 3.053 -0.2275
C 3.605 -0.966 1.720 -0.2305
N 2.539 -0.598 0.812 -0.4287
C 1.557 -1.497 0.554 0.6465
O 1.543 -2.608 1.059 -0.6182
C 0.505 -1.123 -0.415 -0.2994
C -0.809 -1.477 -0.316 -0.1835
C -1.580 -1.118 -1.446 -0.0755
C -0.835 -0.517 -2.415 -0.1629
S 0.828 -0.369 -1.951 0.4270
C -1.356 -0.051 -3.729 -0.4358
C -2.880 0.054 -3.654 -0.3813
H -3.281 0.228 -4.654 0.2103
H -3.155 0.906 -3.028 0.1996
C -3.488 -1.221 -3.058 -0.2064
C -5.014 -1.200 -3.193 -0.3831
C -5.680 -2.494 -2.739 -0.6052
H -6.746 -2.460 -2.950 0.2112
H -5.254 -3.346 -3.264 0.2020
H -5.552 -2.648 -1.670 0.2021
H -5.414 -0.363 -2.615 0.1948
H -5.266 -1.025 -4.242 0.1989
C -3.050 -1.358 -1.597 -0.4214
H -3.288 -2.353 -1.218 0.2205
H -3.594 -0.632 -0.983 0.2094
H -3.101 -2.079 -3.618 0.1958
H -0.916 0.913 -3.994 0.2200
H -1.071 -0.765 -4.509 0.2149
H -1.207 -1.976 0.550 0.2321
C 2.468 0.828 0.605 -0.2261
H 3.395 1.156 0.122 0.1992
C 2.324 1.539 1.953 -0.2376
H 1.357 1.251 2.410 0.1652
H 2.323 2.620 1.797 0.2168
H 1.624 1.084 -0.032 0.2272
H 4.558 -0.686 1.261 0.1962
H 3.565 -2.046 1.868 0.2493
H 2.521 -0.576 3.546 0.1713
H 4.295 -0.481 3.700 0.2054
H 2.481 1.843 4.605 0.1686
H 4.241 1.587 4.675 0.2094
H 4.512 3.604 3.107 0.2039
H 3.198 5.439 4.059 0.1998
H 2.134 4.232 4.930 0.1900
```

ORCA calculation (ωB97M-V/def2-TZVPD) on a structure of composition C18H26N2SiV at a distorted geometry.

The value obtained for the LUMO energy (alpha / beta) is -0.3428 / -0.3156 Ha. Its multiplicity is 2. Its HOMO energy (alpha / beta) is -15.34 / -15.39 eV. Its total charge is +2.

Geometry as XYZ:
```
48
Properties=species:S:1:pos:R:3:nbo_charge:R:1
C 0.760 2.799 -0.739 -0.7132
C 0.232 2.624 -2.169 -0.6985
H -0.040 2.955 0.004 0.2520
H 1.302 3.751 -0.703 0.3267
H 1.482 2.030 -0.439 0.3018
H -0.838 2.822 -2.237 0.2817
H 0.700 3.399 -2.787 0.3243
H 0.467 1.658 -2.625 0.2704
C -0.345 1.357 2.226 0.0967
C -0.717 1.097 3.543 -0.2071
C -1.845 0.308 3.800 -0.0794
C -2.560 -0.223 2.725 -0.1826
H 0.511 1.989 1.973 0.2324
H -0.117 1.527 4.344 0.2699
H -2.150 0.113 4.828 0.2684
H -3.452 -0.826 2.881 0.2512
N -1.058 0.842 1.181 -0.4694
C -2.128 -0.003 1.406 0.1727
C -2.717 -0.636 0.221 0.2431
N -2.115 -0.365 -0.989 -0.4521
C -2.541 -0.989 -2.117 0.0844
C -4.312 -2.087 -0.904 -0.0978
C -3.642 -1.850 -2.109 -0.1948
H -1.997 -0.764 -3.036 0.2367
H -3.968 -2.317 -3.038 0.2701
C -3.839 -1.482 0.262 -0.1919
H -4.309 -1.642 1.233 0.2456
H -5.170 -2.756 -0.863 0.2666
V -0.719 1.105 -0.741 1.2819
C -2.432 2.330 -0.829 -0.9719
H -3.267 2.049 -0.178 0.2444
H -2.718 2.140 -1.883 0.2317
H -2.213 3.397 -0.663 0.2468
C 4.722 -0.808 -1.283 -1.0838
Si 3.449 -1.572 -0.133 1.5292
C 3.415 -3.422 -0.377 -1.0959
C 3.994 -1.139 1.613 -1.0899
C 1.843 -0.788 -0.559 -0.1867
C 0.819 -0.157 -0.869 -0.4838
H 5.687 -1.330 -1.251 0.2688
H 4.892 0.243 -1.010 0.2403
H 4.347 -0.827 -2.314 0.2441
H 4.431 -3.839 -0.410 0.2696
H 2.863 -3.938 0.418 0.2508
H 2.920 -3.649 -1.329 0.2487
H 4.054 -0.050 1.738 0.2359
H 3.324 -1.525 2.392 0.2421
H 4.996 -1.553 1.794 0.2697
```

ORCA calculation (ωB97M-V/def2-TZVPD) on a cluster of 2 separate species, C18H26N4O2 in total at a distorted geometry.

The value obtained for the LUMO energy is -0.0151 Ha. The SMILES is C#C[C@@](CNCN)(C[C@@H]1CO1)OCc1ccncc1.CCCC#N. Its HOMO energy is -8.34 eV. Its total charge is 0.

Geometry as XYZ:
```
50
Properties=species:S:1:pos:R:3:nbo_charge:R:1
C -3.535 -3.393 -0.840 -0.2804
C -2.815 -2.562 0.063 -0.0606
C -2.061 -1.479 1.098 0.2379
C -0.770 -2.276 1.679 -0.2885
N 0.311 -1.430 2.310 -0.6710
C 1.695 -2.013 1.953 -0.0736
N 2.644 -0.798 2.014 -0.8326
C -1.698 -0.177 0.132 -0.4300
C -0.222 -0.598 -0.781 0.1642
C -0.300 -0.205 -2.463 -0.4395
O -0.379 -1.729 -1.836 -0.5187
O -3.097 -1.068 2.016 -0.5297
C -2.730 -0.872 3.400 -0.1229
C -1.886 0.503 3.746 0.0050
C -0.616 0.599 4.806 -0.2875
C 0.201 1.948 5.212 0.0089
N -0.189 3.259 4.621 -0.4392
C -1.310 3.228 3.641 0.0125
C -2.247 2.007 3.108 -0.2822
H -4.109 -3.840 -1.779 0.2903
H -1.150 -3.040 2.513 0.2078
H -0.351 -2.979 0.810 0.2547
H 0.240 -1.647 3.349 0.3627
H 1.983 -2.849 2.719 0.1901
H 1.744 -2.379 0.829 0.1991
H 2.101 0.003 1.584 0.3581
H 2.696 -0.556 3.029 0.3501
H -1.304 0.753 0.725 0.2468
H -2.512 0.058 -0.674 0.2733
H 0.877 -0.436 -0.194 0.2333
H 0.132 -0.792 -3.356 0.3301
H 0.745 0.350 -2.285 0.1682
H -3.763 -0.720 3.987 0.2362
H -2.252 -1.815 3.953 0.1978
H -0.275 -0.408 5.340 0.2145
H 1.081 1.916 6.019 0.2376
H -1.608 4.298 3.197 0.2204
H -3.136 2.155 2.341 0.2568
C 2.995 0.592 -4.740 -0.6112
C 3.020 1.599 -5.882 -0.3796
C 1.880 2.615 -5.811 -0.5117
C 0.562 1.985 -5.965 0.2812
N -0.478 1.482 -6.077 -0.3226
H 2.086 -0.017 -4.762 0.2114
H 3.850 -0.087 -4.818 0.2182
H 3.049 1.097 -3.770 0.2028
H 2.989 1.062 -6.838 0.2102
H 3.974 2.140 -5.850 0.2080
H 2.015 3.355 -6.609 0.2497
H 1.924 3.160 -4.862 0.2434
```

ORCA calculation (ωB97M-V/def2-TZVPD) on the molecule C18H26N4O6S.

The value obtained for the LUMO energy is 0.0116 Ha. The SMILES is CN(CCCNC(=O)c1cnc(C2OCCO2)s1)C(=O)CCN1CCOCC1=O. Its HOMO energy is -9.33 eV. Its total charge is 0.

Geometry as XYZ:
```
55
Properties=species:S:1:pos:R:3:nbo_charge:R:1
C -0.161 0.608 1.966 -0.4244
N 0.182 -0.432 1.004 -0.4704
C 1.221 -0.096 0.029 -0.2141
C 2.609 -0.693 0.288 -0.4142
C 3.128 -0.548 1.713 -0.2242
N 2.443 -1.471 2.605 -0.6420
C 2.950 -1.779 3.841 0.6624
O 4.138 -1.782 4.092 -0.5948
C 1.938 -2.250 4.821 -0.3839
C 2.170 -3.064 5.888 0.0162
N 1.065 -3.422 6.610 -0.4192
C -0.001 -2.880 6.107 0.0274
C -1.401 -3.149 6.593 0.3300
O -2.171 -1.975 6.442 -0.5260
C -3.360 -2.330 5.728 -0.0982
C -2.894 -3.509 4.905 -0.1102
O -2.009 -4.162 5.825 -0.5124
S 0.258 -1.886 4.730 0.4445
C -0.620 -1.541 0.929 0.6899
O -1.542 -1.722 1.704 -0.6262
C -0.320 -2.550 -0.168 -0.5071
C -0.768 -3.952 0.222 -0.2206
N -0.024 -4.493 1.351 -0.4483
C 1.392 -4.770 1.144 -0.2375
C 2.060 -5.192 2.433 -0.0689
O 1.349 -6.259 3.020 -0.5143
C 0.075 -5.811 3.432 -0.1668
C -0.729 -5.112 2.349 0.6677
O -1.944 -5.088 2.420 -0.6234
H -0.926 0.229 2.635 0.2525
H 0.717 0.895 2.549 0.1954
H -0.541 1.495 1.453 0.1982
H 0.891 -0.364 -0.976 0.2096
H 1.303 0.992 0.041 0.2088
H 2.629 -1.754 0.028 0.2023
H 3.303 -0.195 -0.394 0.2238
H 4.190 -0.787 1.753 0.2361
H 3.019 0.487 2.061 0.1829
H 1.437 -1.467 2.523 0.4021
H 3.147 -3.430 6.166 0.2297
H -1.358 -3.485 7.632 0.1846
H -4.152 -2.604 6.429 0.1733
H -3.665 -1.471 5.134 0.2004
H -3.670 -4.217 4.630 0.2137
H -2.366 -3.192 4.003 0.2032
H -0.882 -2.242 -1.055 0.2419
H 0.730 -2.538 -0.454 0.2096
H -1.814 -3.940 0.511 0.2670
H -0.650 -4.616 -0.642 0.1891
H 1.510 -5.554 0.386 0.1885
H 1.888 -3.869 0.777 0.1971
H 3.073 -5.539 2.236 0.2028
H 2.109 -4.345 3.129 0.1716
H -0.499 -6.676 3.754 0.2257
H 0.154 -5.121 4.284 0.1994
```

Going through the records in order, we get energy above the lowest of the compared OMol25 structures with the same formula, charge and spin values of 0.675; 0.000; 24.668; 0.039 eV.